No. 1
Entry from the Open Molecules 2025 dataset: an isolated molecule of C21H18FNO4 (the ωB97M-V functional and the def2-TZVPD basis).

Computed properties:
HOMO level: -7.69 eV
Frontier orbital gap: 0.2875 Eh
Electronic energy: -1266.6352 a.u.
2S+1: 1
Lowest unoccupied orbital energy: 0.0048 Eh
Relative energy (zero: lowest compared OMol25 entry of this formula, charge and spin): 0.000 eV
SMILES: COC(=O)c1ccccc1-n1c(CCC(=O)O)ccc1-c1ccc(F)cc1
Charge: 0

XYZ file:
```
45
Properties=species:S:1:pos:R:3:forces:R:3
O -1.282580 -1.538285 -3.472074 0.302 -0.251 1.950
O 4.724246 0.890273 -0.525303 -1.521 1.203 0.015
F -4.274223 0.823440 4.617844 -0.021 0.080 -0.604
O 3.275366 2.611652 -0.380625 0.414 -0.074 0.532
O -1.031656 -2.202537 -1.317987 -0.012 -0.626 -0.080
C -1.087802 -1.301414 -2.275009 -0.074 0.712 -3.079
C 3.659107 1.417659 -0.852518 2.527 -2.108 -0.263
C 1.388525 -1.201234 2.022386 -0.508 0.382 -1.797
C 2.341006 -1.311908 0.954691 -1.033 0.219 -0.018
C 0.233187 -0.598242 1.503997 1.391 -0.608 -0.004
C 1.754021 -0.752150 -0.171739 0.729 -0.994 1.182
C -1.492954 2.478110 -2.318889 0.429 -1.302 0.137
C -0.899921 2.831469 -1.121992 -0.325 0.147 0.070
C -1.980098 0.317815 4.409560 0.352 -0.159 -0.902
C -3.349702 0.234296 2.462103 -0.744 -0.301 -0.539
C -0.865618 -0.064999 3.637490 -1.940 0.388 -0.085
C -2.252066 -0.201535 1.697580 -0.475 0.385 0.229
C -1.455793 1.143144 -2.702508 -0.160 -0.436 0.222
C -0.307821 1.896860 -0.300713 0.220 0.030 -0.190
C -3.244525 0.497327 3.811847 1.896 -0.824 0.336
C -0.995913 -0.340201 2.253692 0.461 0.903 0.764
C -0.904563 0.123984 -1.873353 -0.219 1.225 0.720
C -0.292103 0.542546 -0.673170 -0.386 1.097 -0.541
N 0.468865 -0.296727 0.143278 1.218 -1.710 1.435
C -0.953857 -3.577514 -1.768808 -0.024 -0.264 -0.625
C 2.803172 0.694228 -1.896806 0.141 1.148 0.961
C 2.477216 -0.725229 -1.474293 -0.121 0.280 0.109
H 3.974767 2.868557 0.279918 -0.767 -0.293 -0.798
H 1.508789 -1.608535 2.999359 -0.109 -0.087 0.468
H 3.316576 -1.823933 0.957469 -0.684 0.538 0.074
H -1.988855 3.191384 -2.942739 -0.054 0.349 -0.248
H -0.920629 3.860152 -0.837378 0.098 0.529 0.300
H -1.831976 0.495388 5.461460 -0.163 0.100 0.191
H -4.312694 0.287354 1.957626 0.090 0.150 0.220
H 0.080700 -0.084721 4.125628 0.586 -0.139 0.127
H -2.393035 -0.386005 0.638713 -0.105 -0.039 0.109
H -1.914768 0.898209 -3.654285 0.088 -0.408 0.190
H 0.204382 2.262953 0.598335 -0.199 -0.567 -0.318
H -1.218040 -4.175689 -0.925978 -0.202 -0.238 0.689
H -1.639058 -3.848236 -2.606138 0.587 0.710 0.562
H 0.088691 -3.814741 -2.021825 -0.327 0.229 -0.163
H 3.368075 0.661311 -2.812883 0.189 0.306 -0.420
H 1.925423 1.297950 -1.988097 -0.793 0.187 -0.608
H 3.432494 -1.286033 -1.373261 -0.794 0.262 0.038
H 1.865642 -1.186192 -2.244605 0.045 -0.130 -0.347
```
Forces are in eV/Å.

Atomic partial charges in e from the Löwdin method, atoms 1 to 2:
1. O 0.08
2. O 0.07



No. 2
Entry from the Open Molecules 2025 dataset: a cluster of 2 separate species, C9H19ClFNO3 in total (the ωB97M-V functional and the def2-TZVPD basis).

Computed properties:
HOMO level: -9.97 eV
Frontier orbital gap: 0.3882 Eh
Electronic energy: -1194.7239 a.u.
2S+1: 1
Lowest unoccupied orbital energy: 0.0216 Eh
SMILES: N[C@H](CCCF)CO[C@H](O)Cl.CC(C)=O
Charge: 0

XYZ file:
```
34
Properties=species:S:1:pos:R:3:forces:R:3
N -2.048426 0.754226 2.816155 0.393 -1.510 -1.442
C -1.228616 -0.548542 2.760644 -0.353 -1.141 -0.120
C 0.246865 -0.428067 3.463445 0.146 0.802 0.376
C 1.425620 0.195207 2.509909 1.384 0.653 0.591
C 1.262688 1.835115 2.236743 0.199 -0.522 -0.383
F 2.557123 2.440141 1.745920 -2.567 -1.469 1.023
C -1.216620 -1.026219 1.191494 -1.477 0.017 -0.691
O -0.376337 -2.203447 0.911029 -0.272 0.049 -1.982
C -0.211215 -2.432822 -0.532941 -0.521 1.288 -0.983
O -1.432405 -2.258683 -1.336202 0.684 -0.704 2.276
Cl 0.414843 -4.169784 -0.938542 -0.474 1.548 1.054
H -1.687399 1.330731 2.011873 -0.726 -0.541 1.078
H -3.040049 0.464429 2.559110 1.681 0.696 0.334
H -1.899984 -1.345767 3.342465 1.752 1.638 -1.134
H 0.131493 0.320240 4.383141 0.116 -1.623 -1.922
H 0.645300 -1.449200 3.928186 -1.105 2.099 -1.327
H 1.620684 -0.408956 1.512183 -0.726 1.390 2.004
H 2.440317 0.099555 3.131662 -2.177 0.201 -1.317
H 0.492556 2.001703 1.360554 1.558 -0.064 1.851
H 0.986312 2.428535 3.224916 0.558 -1.348 -2.210
H -0.969673 -0.168519 0.419519 -0.215 -1.440 1.708
H -2.335826 -1.357742 0.940521 2.223 0.939 0.600
H 0.597902 -1.693242 -0.999573 -1.996 -1.639 1.068
H -2.221493 -2.741740 -0.927461 1.893 0.675 -0.536
C -0.685911 1.206168 -4.173816 -0.343 -0.148 0.384
C 0.543339 0.769700 -3.422447 -0.082 -0.672 1.356
O 0.460211 0.233816 -2.318430 0.108 0.698 -1.290
C 1.878039 1.014377 -4.073892 0.277 -0.226 0.384
H -1.576447 0.966551 -3.583093 0.222 0.026 -0.117
H -0.656179 2.285996 -4.339468 0.051 -0.096 -0.208
H -0.745863 0.676117 -5.127734 0.063 0.213 -0.038
H 2.022065 2.085695 -4.235084 -0.044 -0.095 -0.201
H 1.932295 0.475862 -5.023370 -0.026 0.223 -0.051
H 2.674788 0.648566 -3.417419 -0.202 0.083 -0.136
```
Forces are in eV/Å.

Atomic partial charges in e from the Löwdin method, atoms 1 to 2:
1. N -0.01
2. C -0.33



No. 3
Entry from the Open Molecules 2025 dataset: a structure of composition CI6P (the ωB97M-V functional and the def2-TZVPD basis).

Computed properties:
HOMO level (spin up / spin down): -12.03 / -12.03 eV
Frontier orbital gap (spin up / spin down): 0.1842 / 0.1842 Eh
Electronic energy: -2165.3290 a.u.
2S+1: 1
Lowest unoccupied orbital energy (spin up / spin down): -0.2580 / -0.2579 Eh
Relative energy (zero: lowest compared OMol25 entry of this formula, charge and spin): 0.102 eV
Charge: +1

XYZ file:
```
8
Properties=species:S:1:pos:R:3:forces:R:3
C 1.415064 0.610974 -0.979406 -1.297 0.942 0.836
P 0.808237 -0.289362 0.519537 0.605 -0.157 -1.561
I 0.193667 0.570976 -2.681696 0.905 -0.126 0.879
I 2.447055 2.383716 -0.574895 -0.273 -0.955 -0.440
I -5.142149 -0.335746 0.343372 0.858 0.118 0.447
I 2.662880 -0.469275 1.998805 0.048 0.031 0.116
I -2.796830 0.046666 1.705465 -0.775 -0.109 -0.467
I 0.412077 -2.517951 -0.331182 -0.071 0.258 0.189
```
Forces are in eV/Å.

Atomic partial charges in e from the Löwdin method, atoms 1 to 2:
1. C -1.61
2. P -0.22



No. 4
Entry from the Open Molecules 2025 dataset: a structure of composition C11H12O (the ωB97M-V functional and the def2-TZVPD basis).

Computed properties:
HOMO level: -8.49 eV
Frontier orbital gap: 0.3381 Eh
Electronic energy: -501.5106 a.u.
2S+1: 1
Lowest unoccupied orbital energy: 0.0259 Eh
Relative energy (zero: lowest compared OMol25 entry of this formula, charge and spin): 1.831 eV
Charge: 0

XYZ file:
```
24
Properties=species:S:1:pos:R:3:forces:R:3
C -2.780715 0.450780 0.070526 0.408 -0.903 0.209
C -2.260175 1.706606 0.100559 0.996 1.233 -1.345
C -1.938526 -0.669214 0.007282 -0.362 -1.476 1.359
C -0.880242 1.903630 0.059052 0.791 0.237 0.679
C -0.581536 -0.500549 0.096782 0.783 1.692 0.757
C -0.040581 0.813197 0.191674 -1.077 -0.639 -0.832
C 1.688497 -1.071620 0.318170 -4.829 5.348 -0.394
C 0.445974 -1.551038 0.248922 -0.526 0.237 -0.063
C 1.422498 0.814726 0.186943 3.094 -2.741 -1.237
C -0.039856 -2.963374 0.232657 0.917 -0.108 -3.291
C 2.040390 1.293016 -1.164623 -1.316 -0.049 -0.198
O 2.124766 1.520999 1.183007 -1.715 -0.742 1.008
H -3.825074 0.384840 0.189276 -1.151 -0.532 -0.221
H -2.843733 2.591922 -0.107632 -0.515 -0.074 0.553
H -2.228399 -1.741046 0.205260 -0.533 1.463 -0.774
H -0.454994 2.917754 -0.004543 -0.272 -0.510 0.115
H 2.595582 -1.469824 0.219253 3.458 -1.720 0.035
H -0.965358 -3.195980 0.702442 -0.677 0.172 0.527
H 0.740875 -3.515110 0.674188 0.734 -1.268 0.393
H -0.140374 -3.278968 -0.905504 0.140 0.395 2.239
H 1.436842 0.823926 -1.994144 1.171 -0.166 0.682
H 3.155901 1.077674 -1.162621 -1.534 0.543 -0.348
H 1.720858 2.371644 -1.338399 1.075 -0.934 0.610
H 1.607390 1.286004 1.991469 0.940 0.542 -0.462
```
Forces are in eV/Å.

Atomic partial charges in e from the Löwdin method, atoms 1 to 2:
1. C -0.08
2. C -0.10